Record 1
{
  "formula": "C3H6F2S",
  "method": "ωB97M-V/def2-TZVPD",
  "species": ["S", "F", "F", "C", "C", "C", "H", "H", "H", "H", "H", "H"],
  "coordinates": [[-2.005, -0.358, -0.342], [1.304, -0.778, 1.035], [2.188, 0.085, -0.781], [0.327, 1.108, -0.039], [-1.044, 0.717, 0.652], [1.059, -0.275, -0.206], [0.507, -1.042, -0.878], [-0.662, 0.155, 1.600], [0.863, 1.773, 0.581], [-0.825, -1.480, -0.546], [0.240, 1.620, -0.983], [-1.522, 1.640, 0.973]],
  "forces_ev_per_angstrom": [[1.2627, -2.9457, -1.0268], [0.1500, -0.4853, -0.3213], [2.4271, -0.6269, -0.8744], [-2.1795, -2.9027, 0.1758], [3.2653, 0.2153, 1.7641], [-1.6847, 2.1832, -0.4409], [1.4876, 1.2280, 1.2120], [-1.1567, 1.1227, -1.3848], [0.9705, 0.2974, 1.0154], [-3.5368, 2.4394, 0.6492], [-0.3585, -0.2012, -0.6053], [-0.6470, -0.3243, -0.1629]],
  "gap_ev": 9.544,
  "e_homo_ha": -0.3364,
  "e_above_lowest_kcal_mol": 37.57
}

Record 2
{
  "formula": "C3H6F3N",
  "method": "ωB97M-V/def2-TZVPD",
  "species": ["F", "F", "F", "N", "C", "C", "C", "H", "H", "H", "H", "H", "H"],
  "coordinates": [[1.085, -0.349, 2.167], [-0.823, -1.074, 1.372], [-1.683, 1.913, -0.817], [-0.527, -0.016, -1.170], [0.823, -0.575, -1.122], [-0.607, 1.182, -0.614], [-0.203, 0.062, 1.980], [-1.206, -0.780, -0.948], [-0.800, 0.281, 2.844], [1.164, -1.103, -0.197], [1.565, 0.210, -1.204], [0.266, 1.621, -0.361], [0.947, -1.371, -1.931]],
  "forces_ev_per_angstrom": [[-0.6522, 0.6365, 0.5427], [0.3179, 0.9956, 0.7017], [-0.3005, 0.1338, 0.1207], [0.2257, -2.2595, -0.0104], [1.0287, -1.9124, -0.4411], [-1.9428, -1.5894, 0.9277], [-0.3000, -1.5358, -2.8391], [0.2596, 1.3746, -0.1775], [0.2541, 0.1434, 0.8256], [-1.0769, 0.4383, -0.2774], [0.0171, 0.1819, -0.6344], [2.3153, 2.0015, 0.4913], [-0.1459, 1.3917, 0.7701]],
  "gap_ev": [9.399, 6.869],
  "e_homo_ha": [-0.3120, -0.2510],
  "e_above_lowest_kcal_mol": 112.63
}

Record 3
{
  "formula": "C3H6F3NO3S",
  "method": "ωB97M-V/def2-TZVPD",
  "species": ["S", "F", "F", "F", "O", "O", "O", "N", "C", "C", "C", "H", "H", "H", "H", "H", "H"],
  "coordinates": [[0.785, -3.050, -0.065], [2.605, -2.471, 2.145], [2.102, -0.843, 0.711], [3.547, -2.279, 0.141], [-0.373, 0.746, -1.321], [0.898, -2.629, -1.422], [-0.373, -2.222, 0.789], [-1.016, 0.601, -0.088], [2.419, -2.150, 0.822], [-1.599, 1.627, 0.357], [-1.640, 2.853, -0.538], [-2.026, 3.752, 0.001], [-2.498, 2.798, -1.140], [-1.934, 1.456, 1.289], [0.169, -0.009, -1.245], [-0.360, -1.285, 0.717], [-0.707, 3.103, -1.152]],
  "forces_ev_per_angstrom": [[0.1376, -0.2096, 3.1628], [-0.2183, 0.3111, -1.8309], [-0.0714, 0.0638, 0.6027], [-0.1331, -0.8099, 0.2881], [-1.3351, 1.1704, 0.5520], [0.0571, 1.0395, -1.3477], [1.3649, -2.8636, -0.5578], [0.7712, -1.0052, 0.5672], [-1.3293, 0.4028, 0.1234], [2.0542, 1.0339, -4.7495], [0.3353, 1.8376, 1.5403], [1.1053, -0.4139, 0.2505], [-0.8774, -0.8177, -1.6589], [-1.6892, 0.1595, 3.1047], [1.2761, -1.5022, -0.7347], [-0.0284, 2.2809, -0.4438], [-1.4195, -0.6774, 1.1315]],
  "gap_ev": 10.988,
  "e_homo_ha": -0.3784,
  "e_above_lowest_kcal_mol": 58.71
}

Record 4
{
  "formula": "C3H6F3P",
  "method": "ωB97M-V/def2-TZVPD",
  "species": ["P", "F", "F", "F", "C", "C", "C", "H", "H", "H", "H", "H", "H"],
  "coordinates": [[-1.524, 0.501, 0.503], [-1.157, 1.442, 1.686], [-2.918, 0.007, 1.084], [-2.306, 1.720, -0.351], [-0.466, -0.797, 0.549], [1.029, -0.424, 0.300], [1.351, -0.066, -1.089], [1.216, 0.509, 0.999], [1.475, -0.921, -1.781], [0.470, 0.588, -1.363], [2.273, 0.539, -1.072], [1.610, -1.353, 0.554], [-1.055, -1.745, -0.018]],
  "forces_ev_per_angstrom": [[-3.3943, 0.9557, 1.8827], [0.6782, 0.4384, -0.3874], [0.8155, -0.3035, -0.8140], [1.7414, -1.7607, 0.4674], [-1.0953, -1.2616, -2.4255], [-0.9323, -0.8130, 2.5920], [-0.3623, 1.5201, -1.3969], [0.0645, -2.1273, -1.1027], [-0.2917, 0.5113, 0.3570], [1.3107, -0.5414, -0.6674], [-0.2656, -0.2394, -0.4241], [-0.2727, 1.1397, 0.5448], [2.0040, 2.4817, 1.3740]],
  "gap_ev": 9.563,
  "e_homo_ha": -0.3440,
  "e_above_lowest_kcal_mol": 17.99
}

Record 5
{
  "formula": "C3H6FINO5PSZn",
  "method": "ωB97M-V/def2-TZVPD",
  "species": ["I", "Zn", "S", "P", "F", "O", "O", "O", "O", "O", "N", "C", "C", "C", "H", "H", "H", "H", "H", "H"],
  "coordinates": [[-1.265, 2.654, -2.187], [2.732, -3.434, -0.599], [0.238, -2.499, -0.090], [-2.292, 0.857, -0.900], [-1.332, -0.368, 1.166], [1.303, -1.391, -0.778], [0.404, -3.924, -0.526], [-1.176, -1.787, -0.534], [-2.930, 1.645, 0.459], [0.650, -2.427, 1.344], [0.447, 1.892, 1.027], [0.544, -0.138, -0.536], [1.325, 1.039, 0.194], [-0.998, -0.361, -0.205], [-3.488, 0.976, 0.913], [0.869, 1.908, 1.963], [2.143, 0.575, 0.823], [0.480, 0.257, -1.599], [0.564, 2.844, 0.674], [1.781, 1.682, -0.608]],
  "forces_ev_per_angstrom": [[-0.2247, -0.7532, 0.6114], [-0.9843, -0.0164, 0.1512], [0.8356, -0.5304, 4.7673], [-1.3958, 1.4783, 0.8959], [0.7017, 0.1890, -1.6310], [-2.0370, -2.2297, 0.5640], [0.6036, 2.9964, -1.4150], [1.8503, -1.0947, -0.2103], [1.1312, -1.8863, -2.2225], [-1.7238, 0.4212, -3.6657], [1.1822, -0.2189, -0.3469], [-0.4787, 3.6512, -2.3959], [0.5094, -0.3101, 0.4833], [1.9951, -0.7204, 3.3690], [0.0892, 0.5129, 0.1049], [-0.6588, -0.0039, -0.2371], [-0.7792, 0.4027, -0.7898], [-0.0507, -0.6673, 1.0153], [-0.3330, -0.2284, 0.2507], [-0.2323, -0.9918, 0.7011]],
  "gap_ev": 2.497,
  "e_homo_ha": -0.5691,
  "total_charge": 2
}

Record 6
{
  "formula": "C3H6FIO2",
  "method": "ωB97M-V/def2-TZVPD",
  "species": ["I", "F", "O", "O", "C", "C", "C", "H", "H", "H", "H", "H", "H"],
  "coordinates": [[0.753, 0.371, 2.038], [-0.045, 0.170, 4.785], [-0.824, -0.483, -0.272], [-0.075, -1.118, 0.619], [-0.019, 0.954, 3.725], [-0.133, 0.217, -1.310], [0.213, -0.747, -2.546], [0.738, 0.744, -0.776], [-0.663, -0.962, -3.181], [1.074, -0.194, -3.010], [-0.941, 1.013, -1.637], [0.628, -1.631, -2.206], [-0.706, 1.666, 3.770]],
  "forces_ev_per_angstrom": [[0.7230, -0.2753, 0.1156], [0.1616, -0.6390, 0.5096], [-2.6982, 1.0984, -1.6684], [1.7646, -1.0716, 0.6017], [2.5172, -1.8176, 0.2364], [-0.8082, 0.2893, -0.3981], [0.2805, 3.5903, 0.7718], [-0.8819, -0.7219, -1.4039], [0.5815, 0.4597, 0.2137], [-1.0738, -0.5970, -0.4832], [1.8172, -1.4201, 0.5803], [0.6615, -1.8787, 0.9273], [-3.0451, 2.9835, -0.0029]],
  "gap_ev": [8.374, 7.110],
  "e_homo_ha": [-0.3132, -0.2874],
  "e_above_lowest_kcal_mol": 160.50
}

Record 7
{
  "formula": "C3H6FN",
  "method": "ωB97M-V/def2-TZVPD",
  "species": ["F", "N", "C", "C", "C", "H", "H", "H", "H", "H", "H"],
  "coordinates": [[-2.789, -0.391, 0.601], [-2.387, 0.589, -0.177], [0.854, 0.667, -1.137], [-0.084, 0.090, -0.178], [0.197, -0.661, 0.987], [1.032, 0.005, -1.941], [-0.448, -1.624, 0.875], [1.298, -0.772, 1.171], [-0.171, -0.263, 1.912], [0.637, 1.691, -1.509], [1.860, 0.668, -0.603]],
  "forces_ev_per_angstrom": [[-0.6541, -1.4646, 1.3584], [3.2884, 0.8612, -1.3895], [1.8484, 0.8166, 2.5804], [-4.4290, 1.9477, -1.0291], [1.2164, -1.9238, -0.2145], [-0.2300, -0.8627, -1.1637], [1.2946, 1.1768, 0.2033], [-0.6142, -0.7298, -0.1592], [-0.8116, 0.6740, 0.2948], [-0.3345, -0.8779, 0.2142], [-0.5743, 0.3825, -0.6950]],
  "gap_ev": [6.674, 6.691],
  "e_homo_ha": [-0.2712, -0.2715],
  "e_above_lowest_kcal_mol": 187.36
}

Record 8
{
  "formula": "C3H6FN2O",
  "method": "ωB97M-V/def2-TZVPD",
  "species": ["F", "O", "N", "N", "C", "C", "C", "H", "H", "H", "H", "H", "H"],
  "coordinates": [[-2.500, 0.949, -0.001], [-1.440, -1.819, -0.060], [-0.674, -0.692, 0.047], [-0.040, 1.409, -0.120], [1.233, 0.661, 0.044], [-1.043, 0.556, -0.104], [0.764, -0.801, -0.094], [-0.157, 2.388, -0.460], [1.684, 0.860, 0.945], [1.029, -1.195, 0.850], [-1.953, -2.106, 0.667], [1.828, 1.067, -0.781], [1.267, -1.278, -0.933]],
  "forces_ev_per_angstrom": [[5.9444, -1.5336, -0.7236], [1.1794, 0.5416, -3.0699], [-1.4157, -0.5209, -0.5515], [-1.8050, 1.0981, -0.1932], [-1.3276, 0.7964, -3.3383], [-4.7083, 1.4721, 1.0692], [1.4206, 0.9040, 1.1957], [0.2016, -1.1912, 0.6348], [0.8499, 0.5849, 2.1210], [0.8689, -1.3591, 0.5309], [-0.6149, 0.4165, 2.2877], [0.4256, -0.7224, 0.2448], [-1.0189, -0.4864, -0.2076]],
  "gap_ev": 10.815,
  "e_homo_ha": -0.5568,
  "e_above_lowest_kcal_mol": 48.76,
  "total_charge": 1
}

Record 9
{
  "formula": "C3H6FNO",
  "method": "ωB97M-V/def2-TZVPD",
  "species": ["F", "O", "N", "C", "C", "C", "H", "H", "H", "H", "H", "H"],
  "coordinates": [[0.770, 1.582, -0.501], [-0.383, 0.468, 1.023], [-1.590, -0.283, -0.816], [1.279, -0.698, -0.317], [0.808, 0.579, 0.397], [-1.508, 0.212, 0.333], [1.493, 0.889, 1.171], [-2.373, 0.385, 1.074], [-2.611, -0.202, -1.083], [2.340, -0.479, -0.434], [1.093, -1.548, 0.380], [0.681, -0.906, -1.227]],
  "forces_ev_per_angstrom": [[-0.1238, 1.2138, -0.9278], [-1.7045, 0.1607, 1.0273], [-1.6318, 0.8971, -0.7363], [-0.6070, 0.1170, 0.9624], [1.3994, -1.6239, -0.9351], [-1.5879, -0.2862, 1.9097], [0.3837, -0.0704, 0.3336], [1.0948, 0.0342, -1.3557], [1.4691, -0.6505, 0.2823], [0.0418, -0.7447, -0.5688], [0.4961, 0.5118, -0.4445], [0.7702, 0.4412, 0.4529]],
  "gap_ev": 11.367,
  "e_homo_ha": -0.3834,
  "e_above_lowest_kcal_mol": 28.21
}

Number 1: molar mass 112.14 g mol⁻¹, total energy -19476.8789 eV. Number 2: molar mass 113.08 g mol⁻¹, total energy -12846.4965 eV. Number 3: molar mass 193.15 g mol⁻¹, total energy -29825.2526 eV. Number 4: molar mass 130.05 g mol⁻¹, total energy -20649.8431 eV. Number 5: molar mass 410.42 g mol⁻¹, total energy -94271.2583 eV. Number 6: molar mass 219.98 g mol⁻¹, total energy -18113.8097 eV. Number 7: molar mass 75.09 g mol⁻¹, total energy -7406.7368 eV. Number 8: molar mass 105.09 g mol⁻¹, total energy -10943.2130 eV. Number 9: molar mass 91.08 g mol⁻¹, total energy -9462.5720 eV.